Formula: C7H10NP
Source: the OMol25 dataset
Level of theory: ωB97M-V/def2-TZVPD

ORCA input file:
```
! RIJCOSX wB97M-V def2-TZVPD def2/J DEFGRID3
* xyz 0 1
C 1.72 3.32 0.34
C 1.26 3.90 1.46
C 0.12 1.80 0.71
C 0.41 -1.10 -1.30
C -1.00 -0.82 -1.80
C -0.72 -1.10 -0.40
C -1.31 -1.81 0.73
N 1.07 2.15 -0.03
P -0.23 3.01 2.03
H 2.55 3.65 -0.27
H 1.62 4.82 1.89
H 0.90 -2.03 -1.54
H 1.10 -0.26 -1.27
H -1.22 0.19 -2.10
H -1.53 -1.57 -2.38
H -1.60 -2.83 0.43
H -2.22 -1.31 1.06
H -0.62 -1.88 1.56
H 0.43 2.20 2.96
*
```

Calculated values
- strongest force on any atom (eV/Å) = 2.1
- E_HOMO (spin up / spin down) (eV) = -7.195 / -8.528
- orbital gap (spin up / spin down) (eV) = 6.43 / 9.03
- molecular weight (Da) = 139.1
- E (Ha) = -668.60632

---

Formula: C7H7NO
Source: the OMol25 dataset
Level of theory: ωB97M-V/def2-TZVPD

ORCA input file:
```
! RIJCOSX wB97M-V def2-TZVPD def2/J DEFGRID3
* xyz 0 1
C -2.23 -1.29 -0.08
C -1.66 -0.12 -0.79
C -0.24 0.34 -0.32
C 0.61 -0.61 0.20
C 1.93 -0.24 0.60
C 2.26 1.04 0.41
C 1.25 1.91 -0.16
H -1.97 -1.30 1.14
H -3.57 -1.11 -0.01
H -1.96 -2.30 -0.23
H 0.25 -1.79 0.47
H 2.62 -1.18 0.88
H 3.24 1.56 0.61
H 1.50 3.07 -0.45
N 0.11 1.48 -0.56
O -2.14 0.52 -1.71
*
```

Calculated values
- strongest force on any atom (eV/Å) = 9.0
- E_HOMO (eV) = -9.412
- orbital gap (eV) = 9.84
- molecular weight (Da) = 121.1
- E (Ha) = -400.81064

---

Formula: C6H14O2
Source: the OMol25 dataset
Level of theory: ωB97M-V/def2-TZVPD

ORCA input file:
```
! RIJCOSX wB97M-V def2-TZVPD def2/J DEFGRID3
* xyz -1 2
C 0.68 1.43 -2.06
C 1.17 0.82 -0.77
C 2.51 0.72 -0.77
C -1.17 0.14 2.26
C -0.08 -0.16 1.30
C 0.28 0.78 0.40
H -0.31 1.89 -1.83
H 1.12 2.47 -2.24
H 0.66 0.66 -2.86
H 3.23 0.83 -1.67
H 3.17 0.48 0.07
H -1.27 1.22 2.37
H -0.87 -0.16 3.31
H -2.07 -0.46 2.09
H 0.51 -1.03 1.69
H -0.41 1.62 0.26
H -1.46 -0.83 -0.95
H -2.98 -1.01 -0.88
O -2.20 -0.34 -0.66
H -0.28 -3.77 0.45
H 0.11 -2.33 0.48
O -0.34 -2.98 0.00
*
```

Calculated values
- strongest force on any atom (eV/Å) = 4.8
- E_HOMO (spin up / spin down) (eV) = 0.694 / -3.205
- orbital gap (spin up / spin down) (eV) = 2.92 / 6.69
- molecular weight (Da) = 118.2
- E (Ha) = -387.34450

---

Formula: C2H14O5
Source: the OMol25 dataset
Level of theory: ωB97M-V/def2-TZVPD

ORCA input file:
```
! RIJCOSX wB97M-V def2-TZVPD def2/J DEFGRID3
* xyz 0 1
C -1.38 2.30 -1.72
C -0.08 1.99 -1.60
H -1.88 2.23 -2.68
H -1.86 2.91 -0.96
H 0.22 1.12 -2.18
H 0.65 2.45 -0.96
O -1.79 -0.74 -0.87
H -0.91 -1.11 -1.12
H -1.69 0.21 -0.75
O 0.94 -1.24 -1.12
H 0.96 -1.93 -0.45
H 1.42 -0.47 -0.77
O 2.41 0.71 0.84
H 3.37 0.69 0.74
H 2.25 -0.08 1.38
O 1.18 -1.54 2.14
H 1.48 -1.40 3.04
H 0.20 -1.45 2.20
O -1.53 -1.46 1.82
H -1.74 -1.11 0.93
H -2.23 -2.07 2.09
*
```

Calculated values
- strongest force on any atom (eV/Å) = 1.7
- E_HOMO (eV) = -9.791
- SMILES string = C=C.O.O.O.O.O
- orbital gap (eV) = 10.42
- molecular weight (Da) = 118.1
- E (Ha) = -460.76521